Entry 1:
{
  "formula": "C3H10S",
  "method": "wB97M-V/def2-TZVPD",
  "relative_energy_kj_mol": 67.60,
  "elements": ["C", "S", "C", "H", "H", "H", "H", "H", "H", "C", "H", "H", "H", "H"],
  "coordinates": [[-1.031586, 0.181877, 1.410537], [0.497962, 1.283644, 1.266883], [-0.010575, 2.139957, -0.243950], [-1.069075, -0.559185, 0.668458], [-1.885457, 0.805413, 1.371436], [-1.160499, -0.266708, 2.368278], [0.933145, 2.248008, -0.797812], [-0.677980, 1.536471, -0.883939], [-0.544307, 3.058217, -0.016170], [0.953163, -2.083193, -1.091182], [1.995510, -2.208528, -1.578549], [0.667699, -2.994921, -0.464660], [0.205019, -1.762281, -1.807980], [1.126981, -1.378769, -0.201350]],
  "atomic_forces_ev_per_a": [[1.17, 1.53, 0.75], [-1.55, -1.26, 0.15], [0.21, -0.58, -0.48], [0.17, -0.88, -1.13], [-0.86, 0.86, -0.53], [0.68, -0.47, 0.87], [-0.51, 0.59, 0.03], [0.36, -0.03, 0.44], [0.33, 0.23, -0.10], [2.10, -0.44, 2.37], [-1.88, -0.04, 0.70], [0.24, 0.71, -1.58], [-0.05, 0.01, 0.21], [-0.41, -0.23, -1.70]]
}

=====

Entry 2:
{
  "formula": "C3H10S",
  "method": "wB97M-V/def2-TZVPD",
  "relative_energy_kj_mol": 17.37,
  "elements": ["C", "C", "S", "H", "H", "H", "H", "H", "H", "C", "H", "H", "H", "H"],
  "coordinates": [[1.264272, -1.067664, -0.413953], [-0.156249, -1.486056, -0.709444], [-0.670775, -2.867647, 0.370870], [1.995697, -1.866977, -0.407218], [1.348117, -0.556613, 0.543036], [1.626653, -0.337965, -1.133746], [-0.845000, -0.665016, -0.583464], [-0.253861, -1.778303, -1.751470], [-1.269339, -3.606631, -0.569108], [-0.613140, 2.878556, 0.936990], [-0.214700, 3.852971, 1.177150], [-1.271082, 2.478940, 1.694568], [0.227818, 2.192611, 0.844470], [-1.168417, 2.829793, 0.001316]],
  "atomic_forces_ev_per_a": [[0.44, 0.69, 0.21], [0.11, -0.34, -0.27], [-0.01, 0.03, -0.06], [-0.16, -0.41, -0.05], [-0.12, -0.11, 0.25], [-0.14, 0.12, -0.29], [-0.14, 0.31, 0.22], [0.04, -0.29, -0.01], [-0.03, 0.01, 0.01], [0.16, -0.86, -0.37], [-0.26, 0.29, -0.01], [-0.09, 0.17, 0.44], [0.07, -0.04, 0.00], [0.12, 0.42, -0.07]]
}

=====

Entry 3:
{
  "formula": "C3H10S2",
  "method": "wB97M-V/def2-TZVPD",
  "s2": 0.754,
  "relative_energy_kj_mol": 29.95,
  "total_charge": -1,
  "spin_multiplicity": 2,
  "elements": ["S", "S", "H", "H", "C", "C", "C", "H", "H", "H", "H", "H", "H", "H", "H"],
  "coordinates": [[-2.412687, -0.820552, -2.475114], [-3.892996, 0.680024, -1.464506], [-1.217664, -0.370894, -2.097133], [-2.969725, 0.960381, -0.557720], [1.913004, -0.283834, -0.229508], [0.622442, 0.343162, 0.241959], [0.222004, -0.137561, 1.660548], [2.803154, -0.129813, 0.428636], [2.186476, 0.164593, -1.194204], [1.753643, -1.339644, -0.431567], [-0.220116, 0.230630, -0.453815], [0.737055, 1.411523, 0.485594], [-0.669468, 0.409394, 1.970810], [0.073994, -1.230074, 1.812973], [1.070882, 0.112669, 2.303048]],
  "atomic_forces_ev_per_a": [[1.18, -1.77, -1.06], [-1.56, 1.51, 0.74], [0.20, 0.22, -0.04], [0.17, 0.02, 0.30], [0.50, 0.48, -0.80], [-0.50, 0.26, 1.79], [0.30, -0.66, -0.24], [-0.88, -0.19, -0.15], [0.05, -0.13, 0.08], [0.17, -0.22, 0.18], [0.46, -0.06, 0.08], [0.18, -0.02, -0.89], [0.04, -0.19, 0.22], [-0.14, 0.61, -0.49], [-0.19, 0.15, 0.28]]
}

=====

Entry 4:
{
  "formula": "C3H10S2",
  "method": "wB97M-V/def2-TZVPD",
  "relative_energy_kj_mol": 193.29,
  "elements": ["C", "S", "C", "H", "H", "H", "H", "H", "H", "C", "S", "H", "H", "H", "H"],
  "coordinates": [[-2.143890, -0.785249, 1.350667], [-0.765547, 0.423626, 1.931687], [-0.348734, 1.099356, 0.353080], [-1.726761, -1.843023, 1.364080], [-2.832450, -0.941654, 2.227084], [-2.426104, -0.561275, 0.249464], [-0.694515, 0.408861, -0.462272], [0.709823, 1.339355, 0.331146], [-0.920278, 2.031491, 0.491744], [1.701379, -0.680944, -1.113089], [2.753196, 0.555142, -1.928857], [1.768528, -0.239058, -0.125033], [2.411262, -1.549949, -0.948101], [0.729953, -0.645636, -1.545821], [1.784138, 1.388957, -2.175778]],
  "atomic_forces_ev_per_a": [[1.59, -1.29, 0.40], [-1.28, -2.45, 0.66], [-0.96, 0.89, -0.14], [0.10, 1.27, -0.50], [-0.22, 1.10, -1.47], [-0.30, -0.09, 2.36], [0.49, 1.15, 0.70], [-0.06, -0.07, -0.28], [0.32, -0.10, -1.56], [3.27, 0.52, 1.68], [1.00, -0.43, -0.75], [-1.12, -0.50, 0.35], [-1.68, 0.27, -1.03], [-0.43, -1.08, -0.21], [-0.70, 0.82, -0.20]]
}

=====

Entry 5:
{
  "formula": "C3H10S2",
  "method": "wB97M-V/def2-TZVPD",
  "s2": 0.755,
  "relative_energy_kj_mol": 70.57,
  "total_charge": 1,
  "spin_multiplicity": 2,
  "elements": ["C", "C", "H", "H", "H", "H", "H", "H", "C", "S", "S", "H", "H", "H", "H"],
  "coordinates": [[1.968855, 3.939369, 6.197602], [1.862892, 2.633095, 5.415058], [1.421078, 3.890045, 7.140451], [1.688775, 4.806923, 5.625284], [2.988381, 4.095920, 6.564084], [0.981840, 2.040144, 5.699872], [1.546036, 2.891821, 4.401548], [2.644272, 1.877567, 5.421966], [-1.024783, -3.135073, -2.729376], [-1.633037, -1.447163, -2.647733], [-0.015212, -0.283688, -2.405886], [-1.900617, -3.769101, -2.875934], [-0.620916, -3.410309, -1.754555], [-0.359943, -3.205560, -3.587251], [0.413746, -0.635647, -1.187623]],
  "atomic_forces_ev_per_a": [[1.11, -0.77, 1.25], [-1.88, -0.31, -0.66], [-0.38, 0.14, -0.24], [-0.25, 0.21, -0.14], [0.08, 0.12, -0.36], [0.05, 0.24, 0.48], [0.72, -0.22, -0.33], [0.56, 0.59, 0.00], [-0.59, -0.14, 0.80], [0.42, 0.19, -0.53], [-0.70, 0.58, -0.21], [-0.11, 0.16, -0.17], [0.50, -0.06, -0.24], [0.23, -0.01, 0.20], [0.26, -0.72, 0.15]]
}

=====

Entry 6:
{
  "formula": "C3H10SSi",
  "method": "wB97M-V/def2-TZVPD",
  "relative_energy_kj_mol": 185.34,
  "elements": ["Si", "H", "H", "H", "H", "C", "C", "C", "S", "H", "H", "H", "H", "H", "H"],
  "coordinates": [[0.639111, 3.312657, -0.922388], [1.638546, 4.357802, -1.228200], [-0.168605, 3.558435, -2.223889], [-0.323545, 3.698070, 0.041907], [1.380447, 2.082055, -0.664836], [0.628902, -2.274783, 0.839932], [-0.334542, -1.638981, -0.168361], [-1.353853, -0.962966, 0.693609], [-2.891843, -1.596497, 0.825843], [0.834912, -1.407882, 1.470891], [1.512258, -2.671153, 0.462101], [0.185321, -3.228689, 1.375360], [0.113449, -0.884528, -0.797488], [-0.713946, -2.336689, -0.837787], [-1.146611, -0.006850, 1.133306]],
  "atomic_forces_ev_per_a": [[0.04, 1.23, -2.47], [0.20, 0.07, 0.58], [0.49, -1.02, 0.72], [-0.52, 0.16, 1.24], [-0.22, -0.45, -0.07], [-1.78, -0.74, 1.18], [0.66, 0.70, 1.41], [-3.24, -1.70, -1.37], [1.91, 0.97, 0.20], [0.48, -0.77, 0.85], [1.75, -0.23, -1.12], [0.34, 2.38, -0.66], [0.72, 0.41, 0.02], [-1.25, -1.31, -0.90], [0.41, 0.31, 0.40]]
}

=====

Entry 7:
{
  "formula": "C3H10Si",
  "method": "wB97M-V/def2-TZVPD",
  "relative_energy_kj_mol": 399.88,
  "elements": ["C", "C", "C", "Si", "H", "H", "H", "H", "H", "H", "H", "H", "H", "H"],
  "coordinates": [[2.754441, 0.684628, -0.445322], [-1.048297, -1.848920, -0.329536], [-1.021958, 1.421455, 0.252448], [-0.521529, -0.372056, 0.600274], [2.387698, 1.135510, 0.559556], [3.427497, -0.122190, -0.273876], [2.523830, 0.943477, -1.415351], [-1.949608, -2.239203, 0.289574], [-1.539129, -1.601438, -1.366120], [-0.344265, -2.628611, -0.502270], [-0.906663, 1.719259, -0.738944], [-2.169335, 1.450161, 0.431334], [-0.691778, 2.004956, 0.986867], [-0.900900, -0.547026, 1.951368]],
  "atomic_forces_ev_per_a": [[-0.46, -0.04, 4.35], [-3.93, 0.08, -1.58], [-4.37, -3.87, -1.25], [1.68, 1.40, -0.50], [0.51, -0.37, -2.44], [0.40, -0.52, -0.14], [-0.74, 0.87, -1.62], [1.48, 0.21, -0.98], [1.03, -0.33, 1.76], [0.59, -0.49, 0.11], [0.65, 0.89, -1.46], [1.46, -0.13, -0.36], [1.97, 2.62, 2.64], [-0.26, -0.31, 1.46]]
}

=====

Entry 8:
{
  "formula": "C3H11Cl2N2PSi",
  "method": "wB97M-V/def2-TZVPD",
  "s2": 2.005,
  "relative_energy_kj_mol": 0.00,
  "spin_multiplicity": 3,
  "elements": ["C", "C", "C", "N", "N", "Si", "P", "Cl", "Cl", "H", "H", "H", "H", "H", "H", "H", "H", "H", "H", "H"],
  "coordinates": [[0.433217, -1.876840, -0.580357], [0.676433, -0.005673, 1.864282], [-1.211484, 0.822010, -0.558837], [-1.253630, 1.226565, -1.953378], [1.762607, 0.770493, -0.870367], [0.462353, -0.035496, -0.047068], [1.820273, 0.989450, -2.564828], [3.167050, -0.418374, -3.089671], [3.011930, 2.602916, -2.629274], [-0.344093, -2.596637, -0.105016], [0.314346, -1.932264, -1.719522], [1.381411, -2.257522, -0.410728], [1.306306, 0.621756, 2.366485], [-0.379949, 0.328091, 2.224235], [0.811830, -1.054402, 2.325077], [-2.091082, 0.255804, -0.237692], [-1.443490, 1.798702, -0.017656], [-1.815739, 2.007558, -2.274594], [-1.397383, 0.463723, -2.602212], [2.511180, 0.950000, -0.277300]],
  "atomic_forces_ev_per_a": [[-3.08, 0.26, -1.23], [-3.67, -2.47, -0.46], [-0.51, 2.00, 0.98], [0.71, -0.71, -1.28], [-2.27, -0.27, -1.48], [-0.82, -0.92, 0.07], [-2.32, -3.63, 1.97], [-0.03, -0.46, -0.75], [2.34, 3.49, 0.05], [1.21, 1.42, -0.68], [-0.04, 0.11, 1.48], [2.00, -0.88, 0.55], [1.96, 1.83, 0.90], [1.53, -0.60, -0.48], [-0.16, 1.48, -0.96], [0.04, -0.59, -0.20], [0.97, -1.09, -0.12], [0.05, -0.06, 0.71], [0.10, -0.04, 0.11], [2.00, 1.15, 0.83]]
}

=====

- Number 6 is which compound?
  C3H10SSi